Entry 1:
ORCA calculation (ωB97M-V/def2-TZVPD) on a structure of composition C39H38N8O4SSc.

Summary:
Relative energy (zero: lowest compared OMol25 entry of this formula, charge and spin) = 0.00 kcal per mole
M = 759.8 g mol⁻¹
Total charge = +1

XYZ file:
```
91
C39H38N8O4SSc (ωB97M-V/def2-TZVPD)
Sc 0.25 0.87 0.08
C 6.03 5.27 -0.80
C 5.07 4.13 -0.62
C 5.49 2.89 -0.14
C 4.59 1.86 0.08
C 3.22 1.99 -0.19
N 2.30 0.97 0.04
C 2.81 -0.21 0.63
C 3.59 -1.13 -0.07
C 4.07 -2.28 0.53
C 3.76 -2.59 1.85
C 4.23 -3.87 2.49
C 2.96 -1.70 2.55
C 2.49 -0.54 1.95
N 1.69 0.34 2.76
C 1.91 0.67 4.04
C 0.91 1.52 4.44
C 0.11 1.66 3.30
N 0.58 0.94 2.29
C 2.82 3.24 -0.67
C 3.72 4.28 -0.86
N 1.44 3.53 -0.96
C 1.01 4.45 -1.85
C -0.32 4.71 -1.61
C -0.63 3.88 -0.53
N 0.42 3.16 -0.14
H 7.03 4.91 -1.04
H 6.11 5.88 0.10
H 5.72 5.92 -1.62
H 6.54 2.72 0.08
H 4.97 0.93 0.47
H 3.83 -0.91 -1.10
H 4.68 -2.97 -0.05
H 5.09 -4.28 1.96
H 3.44 -4.62 2.47
H 4.51 -3.71 3.53
H 2.67 -1.93 3.57
H 2.77 0.30 4.56
H 0.78 1.99 5.40
H -0.78 2.27 3.17
H 3.35 5.25 -1.17
H 1.69 4.86 -2.58
H -0.96 5.39 -2.13
H -1.58 3.75 -0.04
N -0.31 0.98 -2.17
C -1.67 1.38 -2.41
C -2.15 1.72 -3.64
C -3.50 2.09 -3.82
C -4.37 2.08 -2.77
C -3.91 1.74 -1.47
C -4.74 1.73 -0.33
C -4.22 1.41 0.89
C -2.85 1.13 0.98
N -2.04 1.14 -0.05
C -2.55 1.40 -1.29
H -0.27 -0.07 -2.24
H 0.28 1.34 -2.91
H -1.48 1.70 -4.49
H -3.85 2.36 -4.80
H -5.41 2.34 -2.90
H -5.79 1.98 -0.44
H -4.84 1.39 1.78
H -2.41 0.89 1.95
C -5.32 -2.96 -2.79
C -4.59 -3.22 -1.51
C -4.38 -4.51 -1.05
C -3.66 -4.76 0.11
C -3.16 -3.68 0.83
C -3.38 -2.38 0.41
C -4.08 -2.16 -0.76
S -2.20 -3.98 2.28
O -1.94 -5.39 2.33
O -2.77 -3.29 3.40
N -0.83 -3.13 1.94
C 0.20 -3.69 1.06
C -0.14 -3.47 -0.41
C -0.16 -2.03 -0.86
O -0.31 -1.76 -2.05
O 0.00 -1.12 0.06
H -5.85 -3.84 -3.14
H -4.63 -2.65 -3.58
H -6.05 -2.16 -2.67
H -4.77 -5.35 -1.62
H -3.48 -5.76 0.46
H -2.98 -1.56 0.99
H -4.25 -1.14 -1.10
H -0.48 -2.74 2.81
H 0.36 -4.75 1.25
H 1.12 -3.15 1.30
H -1.13 -3.87 -0.64
H 0.56 -4.01 -1.05
```

Entry 2:
ORCA calculation (ωB97M-V/def2-TZVPD) on an isolated molecule of C2H4N2O2 at a distorted geometry.

Summary:
Relative energy (zero: lowest compared OMol25 entry of this formula, charge and spin) = 101.45 kcal per mole
M = 88.1 g mol⁻¹
Total charge = 0
SMILES = [H]/N=C\NOC=O

XYZ file:
```
10
C2H4N2O2 (ωB97M-V/def2-TZVPD)
H -0.84 0.28 -1.59
N -0.07 0.99 -1.90
C 0.65 1.38 -0.93
N 0.26 0.84 0.30
O -0.67 -0.15 0.04
C -0.58 -1.37 0.88
O 0.42 -1.56 1.49
H 1.51 2.02 -0.91
H 0.94 0.50 1.07
H -1.41 -1.99 0.59
```

Entry 3:
ORCA calculation (ωB97M-V/def2-TZVPD) on an isolated molecule of C21H26N4OS at a distorted geometry.

Summary:
Relative energy (zero: lowest compared OMol25 entry of this formula, charge and spin) = 5.05 kcal per mole
M = 382.5 g mol⁻¹
Total charge = 0
SMILES = CCN(CC)CCCNC(=O)c1csc(Nc2cccc3ccccc23)n1

XYZ file:
```
53
C21H26N4OS (ωB97M-V/def2-TZVPD)
C -0.86 0.71 -1.63
C -1.63 1.45 -0.54
N -2.00 0.57 0.56
C -2.77 -0.60 0.17
C -4.11 -0.34 -0.52
C -2.55 1.30 1.68
C -2.41 0.56 3.01
C -0.95 0.28 3.38
N -0.28 -0.56 2.41
C -0.35 -1.91 2.48
O -0.82 -2.54 3.41
C 0.29 -2.57 1.31
C 0.38 -3.92 1.15
S 1.25 -4.31 -0.28
C 1.44 -2.56 -0.56
N 2.17 -2.16 -1.63
C 2.30 -0.84 -2.09
C 2.11 -0.60 -3.43
C 2.20 0.70 -3.95
C 2.45 1.76 -3.12
C 2.69 1.55 -1.75
C 2.99 2.62 -0.89
C 3.29 2.41 0.43
C 3.33 1.11 0.93
C 3.03 0.04 0.13
C 2.66 0.23 -1.22
N 0.88 -1.83 0.33
H -1.51 0.10 -2.25
H -0.10 0.07 -1.18
H -0.36 1.43 -2.28
H -2.50 1.96 -0.98
H -0.97 2.22 -0.13
H -2.14 -1.20 -0.49
H -2.94 -1.19 1.07
H -4.60 -1.29 -0.72
H -3.98 0.18 -1.46
H -4.77 0.25 0.12
H -2.00 2.25 1.77
H -3.62 1.56 1.53
H -2.95 -0.39 2.98
H -2.86 1.17 3.80
H -0.91 -0.24 4.34
H -0.39 1.22 3.45
H -0.08 -0.16 1.51
H -0.01 -4.68 1.80
H 2.30 -2.87 -2.34
H 1.88 -1.42 -4.09
H 2.04 0.85 -5.01
H 2.48 2.76 -3.51
H 2.99 3.62 -1.30
H 3.52 3.24 1.08
H 3.62 0.94 1.96
H 3.10 -0.96 0.53
```

Entry 4:
ORCA calculation (ωB97M-V/def2-TZVPD) on a structure of composition C21H48INdO5P2SSi at a distorted geometry.

Summary:
Energy = -3434.10396 Eh
M = 773.9 g mol⁻¹
Spin multiplicity = 4
Total charge = +2

XYZ file:
```
80
C21H48INdO5P2SSi (ωB97M-V/def2-TZVPD)
C 0.07 0.13 -10.18
C 0.08 0.83 -8.86
H 0.07 0.87 -11.00
H -0.82 -0.50 -10.24
H 0.95 -0.51 -10.24
O 0.09 2.04 -8.66
I 0.06 -0.59 -7.15
Nd 0.07 0.02 -2.39
P 2.46 0.01 -2.39
C 3.35 1.31 -1.54
C 3.05 -1.54 -1.68
H 4.13 -1.61 -1.82
H 4.15 -0.14 -4.08
H 2.56 -2.38 -2.19
H 2.57 -0.78 -4.66
H 3.08 1.33 -0.47
H 2.80 -1.59 -0.62
C 3.07 0.02 -4.09
H 4.42 1.14 -1.64
H 2.83 0.98 -4.57
H 3.10 2.29 -1.96
P -2.32 0.05 -2.39
C -3.19 1.37 -1.53
C -2.93 0.07 -4.08
H -2.46 -2.34 -2.18
H -4.02 -1.53 -1.81
H -2.69 -1.53 -0.61
C -2.94 -1.49 -1.68
H -2.45 -0.73 -4.65
H -4.01 -0.07 -4.08
H -4.26 1.22 -1.64
H -2.91 2.35 -1.96
H -2.68 1.03 -4.56
H -2.92 1.38 -0.47
C 0.09 1.80 -1.25
O 0.10 2.68 -0.66
C -1.12 -3.19 3.09
C -2.00 -1.95 3.24
C -3.33 -2.11 2.51
C -2.20 -1.58 4.71
O -1.34 -0.85 2.62
Si -0.11 -0.25 1.90
S 0.12 -1.35 0.07
O -0.40 1.30 1.84
C -0.75 2.41 2.66
C -1.34 3.50 1.77
C -1.80 1.94 3.67
C 0.52 2.89 3.36
O 1.11 -0.46 2.87
C 2.49 -0.71 3.08
C 3.28 0.14 2.10
C 2.79 -0.32 4.52
C 2.72 -2.20 2.85
H -1.65 -4.03 3.56
H -0.15 -3.05 3.61
H -0.93 -3.42 2.03
H -3.87 -2.93 2.98
H -3.93 -1.19 2.57
H -3.16 -2.36 1.45
H -1.24 -1.40 5.21
H -2.83 -0.67 4.81
H -2.72 -2.41 5.19
H -2.20 3.14 1.19
H -1.68 4.32 2.43
H -0.58 3.94 1.11
H -2.09 2.80 4.29
H -2.70 1.55 3.16
H -1.39 1.17 4.34
H 0.93 2.10 4.01
H 1.29 3.19 2.63
H 0.26 3.76 3.98
H 3.06 1.22 2.23
H 4.35 -0.03 2.27
H 3.03 -0.16 1.07
H 2.18 -0.89 5.23
H 3.85 -0.52 4.71
H 2.62 0.76 4.69
H 2.14 -2.81 3.56
H 2.45 -2.50 1.82
H 3.79 -2.40 3.01
```